A) {
  "formula": "C2H2FP",
  "method": "ωB97M-V/def2-TZVPD",
  "smiles": "FC1=C=[PH2]1",
  "gap_ev": [8.2327, 8.2860],
  "molar_mass_g_mol": 76.01,
  "spin_multiplicity": 1,
  "elements": ["F", "C", "C", "P", "H", "H"],
  "positions_angstrom": [[-3.935, 0.500, 0.118], [-2.698, 0.141, -0.264], [-2.004, -1.528, -0.728], [-1.101, -0.144, 0.197], [-1.082, -0.202, 1.604], [-0.585, 1.153, -0.211]],
  "mulliken_charge": [-0.178, 0.226, -0.200, -0.005, 0.073, 0.084]
}


B) {
  "formula": "C2H2FP",
  "method": "ωB97M-V/def2-TZVPD",
  "gap_ev": [7.6260, 7.6266],
  "molar_mass_g_mol": 76.01,
  "spin_multiplicity": 1,
  "elements": ["C", "C", "F", "P", "H", "H"],
  "positions_angstrom": [[0.618, 0.963, 0.765], [-0.822, -1.017, 0.353], [0.689, 0.167, -1.859], [-0.379, 0.360, -0.512], [0.136, 1.309, 1.607], [-0.243, -1.782, -0.355]],
  "mulliken_charge": [-0.330, -0.278, -0.333, 0.469, 0.286, 0.187]
}


C) {
  "formula": "C2H2FP",
  "method": "ωB97M-V/def2-TZVPD",
  "gap_ev": [7.2788, 7.2333],
  "molar_mass_g_mol": 76.01,
  "spin_multiplicity": 1,
  "elements": ["C", "C", "F", "P", "H", "H"],
  "positions_angstrom": [[0.746, -0.847, -0.551], [-0.094, -0.058, 0.423], [0.849, -0.314, -1.813], [-1.410, 1.507, 0.051], [-0.746, -0.699, 0.944], [0.656, 0.411, 0.947]],
  "mulliken_charge": [-0.105, -0.558, -0.134, 0.135, 0.342, 0.320]
}


Energies, relative to the best one, in kcal/mol: A) 41.5; B) 7.4; C) 0.0.


A) {
  "formula": "C3H4O3Rb",
  "method": "ωB97M-V/def2-TZVPD",
  "gap_ev": [1.9203, 1.9216],
  "molar_mass_g_mol": 173.53,
  "total_charge": -1,
  "spin_multiplicity": 1,
  "elements": ["O", "C", "O", "O", "C", "H", "C", "H", "H", "Rb", "H"],
  "positions_angstrom": [[0.221, 1.679, -0.387], [1.221, 0.715, -0.488], [1.105, -0.281, 0.269], [2.095, 0.956, -1.316], [-1.021, 1.265, 0.046], [-1.229, 1.463, 1.104], [-1.983, 0.911, -0.830], [-1.736, 0.747, -1.882], [-2.969, 0.624, -0.459], [-0.413, -2.232, 1.440], [-3.184, 2.777, -2.282]],
  "mulliken_charge": [-0.349, 0.480, -0.722, -0.688, -0.181, 0.303, -0.674, 0.242, 0.115, 0.722, -0.248]
}


B) {
  "formula": "C3H4O3Rb",
  "method": "ωB97M-V/def2-TZVPD",
  "gap_ev": [5.6186, 5.6191],
  "molar_mass_g_mol": 173.53,
  "total_charge": -1,
  "spin_multiplicity": 1,
  "elements": ["C", "O", "C", "C", "O", "O", "H", "H", "H", "H", "Rb"],
  "positions_angstrom": [[4.115, 11.718, -0.542], [3.092, 9.540, -0.300], [1.827, 9.857, -0.834], [3.987, 10.523, 0.090], [1.646, 11.028, -1.173], [1.225, 8.811, -1.153], [4.041, 12.600, 0.100], [4.766, 11.190, -1.381], [4.136, 10.453, 1.171], [2.605, 3.204, -0.218], [2.100, 5.926, -0.559]],
  "mulliken_charge": [-0.699, -0.271, 0.572, -0.109, -0.597, -0.643, 0.262, 0.258, 0.316, -0.387, 0.297]
}


Energies, relative to the best one, in kcal/mol: A) 0.0; B) 11.1.


A) {
  "formula": "C26H74N4O14",
  "method": "ωB97M-V/def2-TZVPD",
  "smiles": "COC[C@H](C)N.COC[C@H](C)N.COC[C@H](C)N.COC[C@H](C)N.OCCO.OCCO.OCCO.OCCO.OCCO",
  "gap_ev": 8.5869,
  "molar_mass_g_mol": 666.89,
  "spin_multiplicity": 1,
  "elements": ["C", "O", "C", "C", "C", "N", "H", "H", "H", "H", "H", "H", "H", "H", "H", "H", "H", "C", "O", "C", "C", "C", "N", "H", "H", "H", "H", "H", "H", "H", "H", "H", "H", "H", "C", "O", "C", "C", "C", "N", "H", "H", "H", "H", "H", "H", "H", "H", "H", "H", "H", "C", "O", "C", "C", "C", "N", "H", "H", "H", "H", "H", "H", "H", "H", "H", "H", "H", "O", "C", "C", "O", "H", "H", "H", "H", "H", "H", "O", "C", "C", "O", "H", "H", "H", "H", "H", "H", "O", "C", "C", "O", "H", "H", "H", "H", "H", "H", "O", "C", "C", "O", "H", "H", "H", "H", "H", "H", "O", "C", "C", "O", "H", "H", "H", "H", "H", "H"],
  "positions_angstrom": [[4.856, -1.479, -3.103], [5.747, -0.471, -2.699], [5.742, -0.015, -1.336], [4.375, 0.661, -0.828], [4.305, 2.169, -1.230], [4.432, 0.569, 0.619], [3.854, -1.173, -3.403], [4.996, -2.403, -2.542], [5.243, -1.893, -4.034], [6.047, -0.887, -0.757], [6.528, 0.720, -1.164], [3.494, 0.119, -1.171], [5.241, 2.594, -0.869], [3.344, 2.521, -0.856], [4.371, 2.323, -2.307], [4.217, -0.372, 0.917], [3.648, 1.130, 0.922], [0.417, 0.598, 4.734], [1.222, -0.080, 5.708], [2.221, 0.739, 6.251], [3.449, 0.904, 5.358], [4.143, -0.441, 5.248], [4.321, 1.904, 6.001], [1.015, 0.916, 3.880], [-0.186, 1.412, 5.136], [-0.320, -0.064, 4.279], [1.769, 1.717, 6.417], [2.426, 0.413, 7.271], [3.102, 1.391, 4.447], [3.350, -1.189, 5.253], [4.763, -0.578, 6.133], [4.746, -0.557, 4.347], [4.601, 1.567, 6.911], [3.788, 2.706, 6.305], [1.972, -1.142, 1.632], [1.260, -0.198, 0.804], [0.507, -0.759, -0.295], [-0.510, 0.237, -0.866], [0.127, 1.455, -1.591], [-1.350, 0.740, 0.285], [2.493, -0.572, 2.401], [2.714, -1.636, 1.005], [1.220, -1.859, 1.962], [1.153, -1.103, -1.102], [-0.067, -1.620, 0.050], [-1.098, -0.391, -1.535], [0.406, 1.118, -2.589], [1.011, 1.707, -1.006], [-0.525, 2.319, -1.458], [-1.360, -0.022, 0.947], [-0.898, 1.560, 0.665], [-1.432, 2.416, -6.157], [-1.710, 1.209, -5.624], [-2.685, 1.400, -4.561], [-3.112, 0.013, -4.007], [-3.435, -0.929, -5.102], [-4.234, 0.172, -3.165], [-1.174, 3.091, -5.341], [-2.403, 2.699, -6.565], [-0.664, 2.286, -6.919], [-2.326, 2.115, -3.821], [-3.520, 1.961, -4.981], [-2.299, -0.348, -3.377], [-4.138, -0.527, -5.832], [-3.861, -1.874, -4.765], [-2.523, -1.116, -5.668], [-4.095, 0.900, -2.479], [-4.375, -0.698, -2.672], [-3.310, 1.745, -1.084], [-3.438, 3.076, -0.908], [-4.776, 3.632, -1.343], [-4.913, 3.544, -2.692], [-2.640, 1.327, -0.538], [-3.331, 3.371, 0.136], [-2.714, 3.743, -1.376], [-4.996, 4.657, -1.044], [-5.613, 3.029, -0.990], [-4.487, 2.721, -2.945], [0.347, 3.904, 0.594], [1.271, 4.460, 1.494], [1.684, 3.344, 2.444], [2.442, 2.289, 1.913], [0.167, 4.636, -0.001], [2.102, 4.805, 0.879], [0.775, 5.252, 2.054], [0.794, 2.841, 2.819], [2.335, 3.755, 3.215], [1.716, 1.856, 1.459], [0.877, -3.545, -4.270], [0.506, -3.449, -2.865], [-1.083, -3.499, -2.686], [-1.511, -3.519, -1.457], [1.136, -4.444, -4.481], [0.960, -4.168, -2.184], [0.846, -2.467, -2.536], [-1.571, -4.236, -3.324], [-1.485, -2.590, -3.133], [-0.821, -3.836, -0.869], [-3.126, -2.959, 0.695], [-4.013, -1.872, 0.554], [-5.230, -2.222, -0.348], [-5.028, -2.561, -1.706], [-2.742, -3.219, -0.145], [-4.373, -1.487, 1.508], [-3.547, -1.084, -0.038], [-5.601, -1.226, -0.588], [-5.932, -2.895, 0.145], [-4.569, -3.402, -1.763], [-2.029, -2.351, 3.087], [-0.911, -3.081, 3.526], [-1.391, -4.394, 3.947], [-0.262, -5.178, 4.463], [-2.385, -2.786, 2.308], [-0.278, -3.214, 2.649], [-0.241, -2.512, 4.171], [-1.848, -4.926, 3.114], [-2.091, -4.225, 4.765], [-0.006, -4.719, 5.266]],
  "mulliken_charge": [-0.784, -0.394, -0.817, 1.975, -1.547, -0.521, 0.247, 0.334, 0.368, 0.425, 0.328, -0.835, 0.393, 0.198, 0.384, 0.333, 0.169, -0.558, -0.290, -0.950, 1.711, -1.466, -0.780, 0.078, 0.394, 0.173, 0.425, 0.327, -0.613, 0.311, 0.434, 0.274, 0.288, 0.253, -0.197, 1.204, -1.155, 1.983, -0.418, -0.574, 0.227, 0.389, -0.690, 0.215, 0.078, -0.979, 0.478, -0.443, -0.101, -0.021, 0.167, -0.764, -0.353, -1.445, 3.231, -1.790, -0.691, 0.271, 0.338, 0.273, 0.424, 0.566, -1.467, 0.411, 0.356, 0.394, 0.231, 0.153, -0.187, -0.207, -0.762, -0.642, 0.324, 0.440, 0.227, 0.388, 0.290, 0.184, -0.314, -0.864, -0.374, -0.604, 0.225, 0.367, 0.456, 0.285, 0.413, -0.126, -0.541, -0.360, -0.001, -0.533, 0.320, 0.465, 0.065, 0.401, -0.176, 0.174, -0.614, 0.189, -0.883, -0.519, 0.447, 0.496, -0.196, 0.439, 0.345, 0.282, -0.472, 0.125, -0.495, -0.569, 0.391, -0.043, 0.239, 0.293, 0.329, 0.318]
}


B) {
  "formula": "C26H74N4O14",
  "method": "ωB97M-V/def2-TZVPD",
  "smiles": "COC[C@H](C)N.COC[C@H](C)N.COC[C@H](C)N.COC[C@H](C)N.OCCO.OCCO.OCCO.OCCO.OCCO",
  "gap_ev": 8.8121,
  "molar_mass_g_mol": 666.89,
  "spin_multiplicity": 1,
  "elements": ["C", "O", "C", "C", "C", "N", "H", "H", "H", "H", "H", "H", "H", "H", "H", "H", "H", "C", "O", "C", "C", "C", "N", "H", "H", "H", "H", "H", "H", "H", "H", "H", "H", "H", "C", "O", "C", "C", "C", "N", "H", "H", "H", "H", "H", "H", "H", "H", "H", "H", "H", "C", "O", "C", "C", "C", "N", "H", "H", "H", "H", "H", "H", "H", "H", "H", "H", "H", "O", "C", "C", "O", "H", "H", "H", "H", "H", "H", "O", "C", "C", "O", "H", "H", "H", "H", "H", "H", "O", "C", "C", "O", "H", "H", "H", "H", "H", "H", "O", "C", "C", "O", "H", "H", "H", "H", "H", "H", "O", "C", "C", "O", "H", "H", "H", "H", "H", "H"],
  "positions_angstrom": [[3.689, 0.432, -1.216], [3.957, 0.332, -2.540], [4.872, -0.683, -2.790], [5.431, -0.623, -4.185], [4.624, 0.132, -5.313], [5.735, -1.965, -4.623], [2.962, 1.293, -1.125], [4.562, 0.660, -0.564], [3.156, -0.480, -0.835], [5.673, -0.936, -2.055], [4.267, -1.642, -2.729], [6.381, -0.153, -4.046], [5.085, 0.320, -6.329], [4.289, 1.050, -4.878], [3.720, -0.388, -5.657], [6.554, -2.445, -4.119], [4.950, -2.639, -4.389], [-0.032, -3.774, -6.249], [0.156, -2.502, -5.748], [-0.357, -2.410, -4.426], [0.148, -1.203, -3.661], [1.547, -0.885, -4.107], [0.058, -1.476, -2.209], [0.603, -3.917, -7.128], [-1.119, -3.949, -6.265], [0.165, -4.615, -5.574], [-1.447, -2.536, -4.469], [0.003, -3.276, -3.886], [-0.451, -0.355, -3.975], [1.737, -0.748, -5.143], [2.246, -1.675, -3.807], [1.950, -0.057, -3.739], [0.161, -0.643, -1.571], [0.772, -2.190, -2.134], [-0.155, -1.457, 6.097], [0.412, -1.587, 4.804], [-0.581, -1.899, 3.766], [0.264, -1.895, 2.410], [1.050, -0.635, 2.115], [-0.769, -2.083, 1.417], [-0.929, -0.789, 6.208], [0.550, -1.116, 6.784], [-0.510, -2.405, 6.381], [-1.020, -2.899, 3.979], [-1.427, -1.199, 3.804], [0.926, -2.744, 2.552], [1.364, -0.602, 1.073], [1.775, -0.456, 2.806], [0.337, 0.155, 2.201], [-1.586, -1.581, 1.695], [-0.655, -1.677, 0.513], [-5.372, 1.922, 4.470], [-4.055, 1.539, 4.072], [-3.032, 1.831, 5.037], [-2.111, 2.949, 4.434], [-1.557, 2.591, 3.023], [-0.971, 3.126, 5.320], [-5.507, 2.966, 4.544], [-5.641, 1.599, 5.478], [-5.975, 1.638, 3.734], [-3.226, 1.983, 6.080], [-2.360, 1.010, 5.087], [-2.689, 3.853, 4.382], [-0.728, 3.199, 2.783], [-2.163, 2.612, 2.204], [-1.136, 1.665, 2.856], [-1.313, 3.529, 6.282], [-0.844, 2.213, 5.640], [1.780, 4.986, 1.868], [1.453, 3.921, 1.106], [1.849, 2.726, 2.005], [2.212, 1.797, 1.276], [1.479, 4.971, 2.808], [0.374, 3.943, 0.942], [1.996, 3.857, 0.192], [1.111, 2.358, 2.600], [2.543, 3.017, 2.773], [2.904, 1.308, 1.756], [-3.019, 1.006, -0.390], [-1.917, 0.327, -0.889], [-0.735, 1.178, -0.383], [0.363, 0.788, -0.807], [-3.032, 0.676, 0.547], [-1.820, -0.763, -0.610], [-2.003, 0.274, -1.938], [-0.633, 1.180, 0.704], [-0.867, 2.225, -0.710], [1.047, 1.461, -0.673], [-5.874, -2.264, 1.185], [-5.068, -1.061, 1.255], [-4.053, -1.121, 2.312], [-3.231, -0.142, 2.242], [-6.416, -2.315, 2.013], [-4.656, -0.914, 0.292], [-5.744, -0.288, 1.480], [-3.454, -1.971, 2.050], [-4.328, -1.308, 3.283], [-3.557, 0.377, 3.014], [1.953, 3.015, -2.444], [2.935, 3.973, -2.875], [4.282, 3.533, -2.347], [5.129, 4.381, -2.638], [2.195, 2.232, -2.903], [2.871, 4.052, -3.977], [2.742, 4.986, -2.466], [4.570, 2.581, -2.741], [4.220, 3.522, -1.256], [5.774, 3.935, -3.223], [-2.106, -3.411, -2.084], [-2.724, -3.438, -0.822], [-3.788, -4.423, -0.584], [-4.034, -4.372, 0.600], [-1.435, -2.714, -2.082], [-1.912, -3.637, -0.097], [-3.107, -2.435, -0.667], [-3.413, -5.396, -0.869], [-4.657, -4.421, -1.195], [-4.613, -3.603, 0.817]],
  "mulliken_charge": [-0.808, 0.352, -0.918, 0.299, -0.970, -0.750, -0.456, 0.425, 0.432, 0.371, 0.272, 0.439, 0.366, 0.105, 0.195, 0.307, 0.300, -0.832, -0.339, -1.754, 0.698, -1.241, 0.566, 0.294, 0.340, 0.338, 0.517, 0.572, 0.299, 0.648, 0.260, 0.029, -0.598, 0.349, -0.900, -0.323, -0.023, 0.011, -1.136, -0.340, 0.299, 0.313, 0.383, 0.504, -0.330, 0.394, 0.144, 0.831, -0.074, -0.213, 0.043, -1.042, -0.510, -0.566, 0.160, -1.240, -0.764, 0.324, 0.340, 0.366, 0.578, -0.058, 0.466, 0.554, 0.803, -0.575, 0.319, 0.276, -0.670, 0.301, -1.255, -0.046, 0.368, 0.177, -0.260, 0.725, 0.669, 0.239, -0.664, 0.467, 1.052, 0.720, -0.155, -0.672, 0.374, -0.862, 0.345, -0.770, -0.638, -1.176, -0.144, 0.903, 0.340, 0.215, 0.556, 0.250, 0.930, -0.309, -0.481, -0.541, 0.443, -0.534, 0.054, 0.342, 0.370, -0.210, -0.053, 0.452, -0.698, 0.511, -0.693, -0.504, 0.498, 0.073, -0.222, 0.333, 0.392, 0.334]
}


Energies, relative to the best one, in kcal/mol: A) 0.0; B) 159.4.